This record from OMol25 describes 4 unconnected molecules or ions with the total composition C26H59FO6S. The level of theory is ωB97M-V/def2-TZVPD.

The calculated total energy comes out at -53751.322 eV. The frontier orbital gap comes out at 9.97 eV. The calculation puts the HOMO energy at -9.52 eV. The value obtained for the LUMO energy is 0.455 eV. As for the charge: 0. The largest force on an atom comes out at 0.55 eV/Å.

Each line ends with the Löwdin charge.
Cartesian coordinates (Å):
C 3.376721 -1.501707 2.027248  -0.12
C 3.075041 -1.089583 0.586520  -0.26
C 3.938477 0.062285 0.076026  -0.23
C 3.913159 1.303437 0.968581  -0.21
C 4.853852 2.414456 0.466955  -0.21
C 4.132806 3.613382 -0.168140  -0.20
C 3.886066 4.786061 0.796729  -0.21
C 2.529654 5.465022 0.604150  -0.21
C 1.331627 4.535763 0.864764  -0.21
C 0.321076 4.450407 -0.281520  -0.22
C -1.075386 4.066364 0.188983  -0.23
C -2.043341 3.777145 -0.953374  -0.20
C -3.511554 3.733004 -0.505549  -0.18
C -4.287487 2.566292 -1.078544  -0.22
O -3.958194 1.353808 -0.328435  -0.33
S -5.159547 0.610165 0.384993  0.95
O -4.703832 -0.710837 0.709817  -0.38
O -4.927786 1.531018 1.835425  -0.25
F -5.594683 0.791911 2.831693  -0.11
H 2.910725 -0.826227 2.747046  0.07
H 4.453879 -1.500154 2.217018  0.07
H 3.001492 -2.504700 2.235383  0.07
H 3.226194 -1.952266 -0.067820  0.10
H 2.018429 -0.818554 0.489276  0.10
H 4.968372 -0.281562 -0.066654  0.10
H 3.564988 0.361615 -0.910176  0.12
H 2.879722 1.670472 0.989348  0.10
H 4.153367 1.030064 1.999560  0.10
H 5.485957 2.762111 1.289353  0.10
H 5.524863 1.974337 -0.277499  0.10
H 4.713685 3.969202 -1.022882  0.11
H 3.176545 3.269387 -0.578575  0.10
H 3.956292 4.432696 1.831365  0.11
H 4.676049 5.527873 0.653210  0.11
H 2.473943 5.886381 -0.405190  0.11
H 2.473259 6.311777 1.293531  0.10
H 0.804173 4.854339 1.769233  0.11
H 1.692788 3.524229 1.076134  0.09
H 0.663299 3.701313 -1.006526  0.12
H 0.287227 5.403443 -0.820591  0.11
H -1.479283 4.871807 0.814147  0.12
H -1.002250 3.184170 0.835603  0.12
H -1.913140 4.539467 -1.727605  0.12
H -1.781802 2.816376 -1.408872  0.12
H -3.551527 3.641107 0.584394  0.11
H -4.035782 4.656236 -0.761625  0.12
H -5.365488 2.740977 -1.038540  0.11
H -4.005888 2.347996 -2.109134  0.13
C -6.887759 -2.826444 1.771197  -0.09
C -7.414835 -4.235865 1.965781  -0.27
O -8.614103 -4.511597 1.258625  -0.16
C -8.552054 -4.352332 -0.146842  -0.28
C -7.513638 -5.225939 -0.830631  -0.08
H -7.636789 -2.088518 2.064559  0.09
H -5.994512 -2.671518 2.376443  0.08
H -6.608021 -2.634621 0.735288  0.05
H -7.666684 -4.402721 3.013192  0.12
H -6.639788 -4.966146 1.704041  0.11
H -8.390530 -3.300190 -0.410248  0.11
H -9.549081 -4.619253 -0.498494  0.12
H -6.498138 -4.970445 -0.524635  0.05
H -7.575912 -5.092428 -1.912004  0.07
H -7.685011 -6.278468 -0.601077  0.08
C -3.492992 -3.481510 -0.658513  -0.07
C -3.287392 -2.427408 -1.730624  -0.28
O -2.784360 -2.933004 -2.957008  -0.16
C -3.586513 -3.911171 -3.592775  -0.28
C -4.990354 -3.441497 -3.936646  -0.08
H -2.560146 -4.010363 -0.456922  0.09
H -3.833240 -3.003468 0.259093  0.06
H -4.242067 -4.221174 -0.947797  0.05
H -2.544279 -1.704204 -1.393997  0.12
H -4.215445 -1.868879 -1.900300  0.10
H -3.633470 -4.825276 -2.989516  0.11
H -3.046245 -4.159906 -4.506644  0.12
H -5.575361 -3.210009 -3.045137  0.06
H -5.516967 -4.226555 -4.481273  0.08
H -4.954198 -2.549597 -4.564070  0.08
C 9.674623 -1.970731 0.457489  -0.08
C 9.014865 -0.984250 -0.490318  -0.28
O 7.735485 -0.544661 -0.069758  -0.17
C 7.686147 0.129980 1.174500  -0.28
C 8.511197 1.403672 1.226486  -0.08
H 9.032564 -2.838180 0.615511  0.08
H 10.619911 -2.311726 0.033345  0.08
H 9.891363 -1.525454 1.429255  0.07
H 8.838026 -1.460369 -1.454984  0.12
H 9.677183 -0.129815 -0.671741  0.11
H 7.963802 -0.543775 1.993590  0.11
H 6.632306 0.374157 1.310030  0.09
H 9.579725 1.212771 1.118229  0.07
H 8.360975 1.901902 2.185282  0.08
H 8.204956 2.084683 0.430785  0.08

Atoms 1-3, force components in eV/Å:
-0.0424 0.0173 -0.0004
-0.0022 -0.0600 -0.0323
-0.1697 0.1220 -0.0248